(1)
Formula: C18H29N3OS
Source: OMol25
Level of theory: ωB97M-V/def2-TZVPD

The relative energy (zero: lowest compared OMol25 entry of this formula, charge and spin) comes out at 0.547 eV. As for the HOMO energy: -7.800 eV. The value obtained for the frontier orbital gap is 0.30800 Ha. Its energy is -1340.97035 Ha. The structure (SMILES) is CC[C@@H](C)N(C)C1CCN(C(=S)Nc2ccc(OC)cc2)CC1.

Cartesian coordinates (Å):
C -4.621605 -1.305491 -1.944790
C -3.470920 -1.174096 -0.954482
C -3.591791 0.079291 -0.066741
C -4.793279 -0.024698 0.879042
N -2.397297 0.399878 0.701888
C -1.899486 -0.661610 1.545801
C -1.387248 1.212808 0.051324
C -0.201995 0.461743 -0.581566
C 0.761298 1.458592 -1.222145
N 1.217703 2.436988 -0.257011
C 2.491822 2.873395 -0.174969
S 2.898237 4.383835 0.372601
N 3.500028 2.051452 -0.606941
C 3.611388 0.670364 -0.384440
C 4.461907 -0.081295 -1.194864
C 4.597099 -1.436187 -0.993764
C 3.887801 -2.080771 0.022120
O 4.085020 -3.425176 0.123966
C 3.416160 -4.126957 1.142673
C 3.057958 -1.328979 0.845744
C 2.931197 0.034784 0.646649
C 0.136048 3.196183 0.329773
C -0.823718 2.246316 1.039483
H -5.564973 -1.459871 -1.428535
H -4.705234 -0.408936 -2.555839
H -4.454173 -2.154143 -2.604776
H -2.533731 -1.119944 -1.512808
H -3.434568 -2.064941 -0.324811
H -3.768522 0.939988 -0.722368
H -4.730662 0.759457 1.628442
H -4.821557 -0.988385 1.380945
H -5.719670 0.098905 0.326062
H -2.716321 -1.038908 2.156992
H -1.461979 -1.504788 0.992085
H -1.142402 -0.260016 2.216826
H -1.892969 1.770541 -0.746218
H 0.328102 -0.110968 0.178252
H -0.549249 -0.230435 -1.349854
H 1.611770 0.935990 -1.658433
H 0.237563 1.994352 -2.028172
H 4.374901 2.540900 -0.744383
H 5.016053 0.408121 -1.981776
H 5.251182 -2.026568 -1.615108
H 3.721150 -5.166430 1.033488
H 2.328740 -4.056909 1.033352
H 3.705648 -3.768674 2.135942
H 2.514941 -1.787333 1.657388
H 2.312611 0.616974 1.312358
H 0.560817 3.916005 1.031203
H -0.395584 3.752330 -0.453486
H -1.645030 2.812617 1.477174
H -0.293161 1.740681 1.846689

Atoms 1-2, force components in eV/Å:
0.2 -0.1 0.1
-0.1 0.3 -0.1

---

(2)
Formula: C18H29N4O6S3V
Source: OMol25
Level of theory: ωB97M-V/def2-TZVPD

As for the expectation value of S²: 3.759. Its net charge is -1. As for the spin multiplicity: 4. The relative energy (zero: lowest compared OMol25 entry of this formula, charge and spin) comes out at 0.598 eV. As for the HOMO energy (alpha / beta): -2.996 / -4.869 eV. The value obtained for the frontier orbital gap (alpha / beta) is 0.19152 / 0.26008 Ha. Its energy is -3512.58979 Ha.

Cartesian coordinates (Å):
V -0.762481 0.978189 -0.427294
N -2.455880 1.974268 -1.312285
C -1.870544 3.317481 -1.532728
C -1.275853 3.736052 -0.173984
O -1.453254 4.872646 0.282347
N -0.660363 2.695743 0.382064
C -0.601171 2.584178 1.823435
C -1.638991 1.483681 2.179532
O -2.177176 1.442464 3.281367
O -1.857521 0.665429 1.201758
H -3.130906 2.023427 -0.553803
H -2.942687 1.649719 -2.137888
H -1.082192 3.227143 -2.281644
H -2.601046 4.062231 -1.855830
H 0.379728 2.230453 2.157596
H -0.843653 3.520238 2.325763
C -4.262360 -2.561585 1.073494
C -4.837760 -2.296300 -0.317822
S -4.179883 -0.798678 -1.131257
C -3.201069 -1.484133 -2.504184
C -2.049769 -2.367956 -2.073504
S -0.699913 -1.402400 -1.288841
C -0.373734 -2.452745 0.169722
C -1.403012 -2.398186 1.291982
S -2.769809 -3.603760 1.131012
H -5.000666 -3.112436 1.658714
H -4.037739 -1.627305 1.588165
H -5.912444 -2.126407 -0.230575
H -4.685791 -3.142516 -0.988356
H -2.822984 -0.607614 -3.034590
H -3.881056 -2.023282 -3.166536
H -1.620921 -2.870754 -2.943187
H -2.372985 -3.121001 -1.361212
H 0.561312 -2.058145 0.562166
H -0.210903 -3.469926 -0.192566
H -1.828596 -1.398062 1.368933
H -0.902109 -2.630655 2.231062
C 3.590625 -1.933585 -1.023327
C 4.153867 -1.253961 0.227747
C 3.616387 0.179549 0.471768
C 4.352122 0.812039 1.666163
C 3.728090 2.136101 2.109989
C 3.919490 1.005438 -0.765530
O 5.040555 1.348235 -1.077366
N 2.845618 1.322680 -1.555239
C 1.520955 1.069233 -1.227853
O 0.618592 1.397526 -2.014131
N 1.194045 0.486276 -0.072170
C 2.121196 0.042763 0.811407
O 1.812249 -0.498602 1.861597
H 3.996651 -2.940939 -1.122725
H 3.857404 -1.377573 -1.923250
H 2.502120 -2.007908 -0.981080
H 5.242524 -1.199721 0.155876
H 3.896890 -1.838265 1.111900
H 5.388456 0.969997 1.364837
H 4.332167 0.103159 2.494347
H 3.639845 2.830232 1.270584
H 4.341360 2.605338 2.879857
H 2.734677 1.970396 2.525333
H 3.020281 1.862124 -2.389747

Atoms 1-2, force components in eV/Å:
-1.6 -2.4 -1.5
-0.3 0.4 -0.4

---

(3)
Formula: C18H29N6O6Ti
Source: OMol25
Level of theory: ωB97M-V/def2-TZVPD

As for the expectation value of S²: 3.767. Its net charge is -2. As for the spin multiplicity: 4. The relative energy (zero: lowest compared OMol25 entry of this formula, charge and spin) comes out at 0.866 eV. As for the HOMO energy (alpha / beta): 0.231 / -2.315 eV. The value obtained for the frontier orbital gap (alpha / beta) is 0.17257 / 0.26469 Ha. Its energy is -2332.80151 Ha.

Cartesian coordinates (Å):
Ti -1.371439 0.149216 -0.334735
N -0.396768 0.370626 -3.651640
C 0.506227 -0.621007 -3.059963
C -0.313519 -1.838190 -2.607417
O -0.189770 -2.904682 -3.244587
N -1.106583 -1.612482 -1.571437
C -1.896900 -2.741653 -1.131510
C -2.793090 -2.414253 0.068048
O -3.521591 -3.312903 0.503583
O -2.715181 -1.226701 0.546564
H -0.892622 -0.031641 -4.437457
H 0.093193 1.199863 -3.965272
H 0.991937 -0.177330 -2.184980
H 1.285099 -0.974981 -3.744004
H -1.258701 -3.587648 -0.842973
H -2.536244 -3.134356 -1.930893
N -3.109476 2.235524 2.383116
C -1.938738 3.104056 2.197537
C -0.777148 2.629347 3.060974
C -0.052387 1.388219 2.507435
O 0.966674 0.996997 3.085902
O -0.553523 0.894466 1.448209
H -3.725872 2.346086 1.583664
H -2.794879 1.269508 2.307447
H -2.220940 4.124098 2.480644
H -1.602377 3.138027 1.156238
H -1.147140 2.367766 4.056650
H -0.032375 3.415709 3.199404
C 2.456008 -3.238202 0.137312
C 3.304851 -3.550991 1.401658
N 2.962897 -2.629090 2.485489
C 3.206781 -1.252581 2.034090
C 2.358771 -0.948553 0.770165
N 1.562970 -2.121381 0.408349
C 0.677953 -2.469528 1.523328
C 1.529590 -2.764442 2.788940
H 1.846816 -4.094918 -0.160895
H 3.088597 -2.973168 -0.714630
H 4.376451 -3.451201 1.198907
H 3.129860 -4.571340 1.757424
H 4.280132 -1.146493 1.842261
H 2.925313 -0.574423 2.840599
H 2.990846 -0.692001 -0.086456
H 1.678379 -0.120679 0.965497
H 0.076256 -3.331392 1.228325
H -0.003125 -1.637698 1.700901
H 1.358807 -3.778321 3.163685
H 1.290893 -2.058948 3.586361
O -2.564109 1.641017 -1.102772
N -1.782545 2.651243 -1.561427
C -0.406575 2.580583 -1.465507
C 0.386944 3.496990 -2.086760
C -0.165870 4.530962 -2.878940
C -1.577376 4.540749 -3.009093
C -2.346844 3.616230 -2.375021
H 0.046043 1.786426 -0.873679
H 1.458171 3.404280 -1.956605
H 0.456391 5.262277 -3.374483
H -2.077265 5.284050 -3.618652
H -3.421901 3.558852 -2.446901

Atoms 1-2, force components in eV/Å:
-0.6 -0.5 0.1
0.1 0.1 0.0

---

(4)
Formula: C18H29NO
Source: OMol25
Level of theory: ωB97M-V/def2-TZVPD

The relative energy (zero: lowest compared OMol25 entry of this formula, charge and spin) comes out at 0.003 eV. As for the HOMO energy: -8.261 eV. The value obtained for the frontier orbital gap is 0.33424 Ha. Its energy is -833.27255 Ha. The structure (SMILES) is COc1ccc(CC[C@H](C)NCC2CCCCC2)cc1.

Cartesian coordinates (Å):
C 5.363327 2.174793 -2.479265
O 5.464596 1.796374 -1.129460
C 4.316127 1.645376 -0.408284
C 3.031745 1.835720 -0.900352
C 1.939864 1.649794 -0.067086
C 2.092100 1.271692 1.257597
C 0.905815 1.072396 2.157200
C 0.736507 -0.363364 2.675610
C 0.368402 -1.427390 1.613213
C 1.570578 -1.841824 0.766050
N -0.710340 -1.061483 0.718777
C -2.000843 -0.838499 1.335609
C -3.121638 -0.770734 0.289594
C -3.162189 -2.044604 -0.553403
C -4.306151 -1.993430 -1.561430
C -4.179776 -0.766891 -2.459378
C -4.141838 0.504736 -1.617762
C -2.984081 0.447138 -0.625674
C 3.385562 1.098081 1.743075
C 4.480587 1.276652 0.927812
H 6.386608 2.233754 -2.847023
H 4.811523 1.432594 -3.065800
H 4.883937 3.153420 -2.588687
H 2.863684 2.128925 -1.924921
H 0.948462 1.808561 -0.470034
H 1.019744 1.723237 3.030051
H -0.002604 1.385564 1.638113
H 1.655308 -0.682147 3.169623
H -0.053975 -0.350031 3.430761
H 0.024629 -2.315083 2.163820
H 1.277204 -2.645721 0.096098
H 1.931704 -1.009481 0.169604
H 2.381439 -2.190361 1.400122
H -0.433347 -0.256636 0.168287
H -2.040350 0.077911 1.951961
H -2.191964 -1.688056 1.999546
H -4.068695 -0.680126 0.835680
H -3.282419 -2.910955 0.099930
H -2.208366 -2.149125 -1.071728
H -4.305556 -2.900834 -2.169216
H -5.258554 -1.950960 -1.026710
H -5.018691 -0.726982 -3.157817
H -3.259802 -0.840578 -3.043844
H -4.033660 1.378092 -2.265250
H -5.083378 0.607705 -1.072792
H -2.047789 0.378762 -1.183013
H -2.960974 1.361689 -0.026752
H 3.534068 0.821416 2.776613
H 5.483461 1.140913 1.300938

Atoms 1-2, force components in eV/Å:
0.0 0.1 -0.2
-0.1 -0.1 0.4

---

| no. | molecular weight (g mol⁻¹) |
| --- | --- |
| 1 | 335.517 |
| 2 | 544.597 |
| 3 | 473.333 |
| 4 | 275.436 |